# C29H21AsBrN5O8SW

C29H21AsBrN5O8SW as an isolated structure in a non-equilibrium geometry (wB97M-V/def2-TZVPD, the Open Molecules 2025 dataset).

The geometry in XYZ format:
```
67
Properties=species:S:1:pos:R:3:forces:R:3
W 0.004 -0.041 -0.301 -2.0389 -0.6479 -1.7628
O -1.498 3.806 -0.916 0.0302 0.0921 0.0148
C -1.367 2.677 -0.543 -0.2003 -0.2550 -0.2698
N -0.746 1.631 -1.263 0.7230 0.3783 0.1117
C -0.171 1.997 -2.494 -0.2383 0.2632 0.0061
C -0.592 3.025 -3.345 0.0533 -0.0263 -0.0357
C 0.165 3.297 -4.464 -0.0052 0.0024 0.0063
C 1.327 2.571 -4.751 -0.0144 0.0281 -0.0130
C 1.713 1.516 -3.961 -0.1221 -0.1309 -0.0761
C 0.925 1.215 -2.839 0.0926 -0.1782 -0.2834
N 1.042 0.112 -1.992 0.5314 0.2873 0.4156
C 2.069 -0.880 -2.248 -0.1379 -0.0111 0.0711
O 3.075 -0.699 -2.854 0.0821 0.1871 -0.0185
C 1.676 -2.181 -1.665 -0.1918 0.0590 -0.2150
C 2.451 -3.308 -1.767 -0.0303 -0.1283 -0.0770
C 1.945 -4.486 -1.233 0.0216 0.0027 0.0090
C 0.689 -4.472 -0.649 -0.0300 -0.0343 -0.0403
C -0.003 -3.280 -0.550 -0.1360 -0.0342 -0.1695
N 0.482 -2.146 -1.061 0.5680 0.1833 0.5853
C -1.846 2.238 0.785 -0.0180 -0.0029 -0.0807
C -2.333 3.160 1.689 -0.0900 -0.0026 -0.0162
C -2.644 2.720 2.962 -0.0279 0.0172 0.0428
C -2.481 1.372 3.251 -0.0908 -0.0055 -0.0134
C -2.011 0.517 2.277 -0.2913 -0.2121 -0.1522
N -1.693 0.941 1.041 0.6910 0.2165 0.1913
H -1.470 3.607 -3.131 -0.0095 0.0121 0.0048
H -0.142 4.099 -5.121 0.0129 -0.0099 -0.0069
H 1.925 2.829 -5.615 -0.0203 0.0106 -0.0054
H 2.587 0.938 -4.203 -0.0035 0.0129 -0.0032
H 3.413 -3.247 -2.256 0.0017 -0.0062 0.0055
H 2.523 -5.399 -1.270 -0.0123 -0.0017 -0.0185
H 0.252 -5.370 -0.237 0.0085 -0.0043 -0.0049
H -0.967 -3.230 -0.067 0.0371 0.0053 0.0869
H -2.432 4.190 1.376 0.0294 0.0012 0.0118
H -3.002 3.410 3.714 -0.0034 -0.0085 -0.0057
H -2.716 0.971 4.227 -0.0241 0.0095 -0.0131
H -1.921 -0.538 2.482 0.1279 0.0065 0.0370
O -0.301 -2.190 3.597 -0.2885 0.0792 0.2733
As 0.856 -1.693 2.410 0.0864 -0.7597 -0.3305
O 1.781 -2.940 1.958 -0.1518 0.2736 -0.0849
O -0.345 -1.210 1.162 0.8534 -0.1552 1.2400
C 1.700 -0.206 3.299 0.2103 0.3204 -0.2410
C 1.647 -0.190 4.678 0.1401 0.0674 0.0142
C 2.430 0.732 5.385 -0.0755 -0.0914 0.0837
C 3.265 1.615 4.734 0.0798 0.0621 -0.0197
C 3.314 1.637 3.340 0.0055 -0.0628 0.0674
C 2.536 0.730 2.653 -0.1594 -0.2363 0.2618
S 2.304 0.921 0.960 -0.7400 -0.2905 -0.0560
O 0.824 1.365 0.900 0.7817 0.6793 -0.0460
O 3.217 1.762 0.294 0.1363 -0.0229 0.1826
O 2.060 -0.464 0.386 0.0552 0.3456 -0.0161
H -0.115 -3.114 3.812 -0.0923 -0.1373 0.0938
H 1.021 -0.894 5.206 0.0056 -0.0017 0.0401
H 2.385 0.738 6.466 -0.0028 -0.0177 -0.0075
H 3.876 2.305 5.300 -0.0112 -0.0014 -0.0049
H 3.931 2.348 2.806 -0.0235 -0.0015 -0.0039
Br -3.185 -1.041 -5.090 -0.0034 -0.0024 -0.0448
C -3.088 -1.194 -3.230 0.0080 -0.0041 -0.0618
C -4.129 -1.736 -2.490 -0.0564 -0.0291 0.0375
C -3.988 -1.821 -1.115 -0.0264 -0.0201 0.0054
C -2.830 -1.361 -0.522 -0.0434 -0.0633 -0.1003
N -1.833 -0.832 -1.248 0.0688 -0.0049 0.3755
C -1.953 -0.753 -2.581 -0.0547 -0.0462 0.0297
H -5.027 -2.085 -2.982 0.0013 0.0017 0.0014
H -4.771 -2.241 -0.499 -0.0043 0.0081 -0.0093
H -2.682 -1.415 0.544 0.0166 -0.0077 0.0110
H -1.133 -0.331 -3.140 0.0104 0.0435 -0.0096
```
Forces are in eV/Å.

## Properties
Orbital gap (spin up / spin down) = 6.3 / 6.2 eV
Charge = +2

=====

# C10H14O8PPtS4

C10H14O8PPtS4 as an isolated structure in a non-equilibrium geometry (wB97M-V/def2-TZVPD, the Open Molecules 2025 dataset).

The geometry in XYZ format:
```
38
Properties=species:S:1:pos:R:3:forces:R:3
Pt -1.460 -1.553 0.309 0.4279 -0.5267 0.2370
C 3.280 -0.450 4.818 -0.0326 -0.0151 -0.0486
C 1.812 -0.662 4.542 0.0551 0.0763 0.2793
O 1.657 -1.116 3.173 -0.1675 -0.0831 -0.5466
P 0.639 -0.457 2.168 -0.0063 -0.1308 0.5323
S 0.822 -1.328 0.337 -0.7183 -0.9160 0.0137
S -1.262 -0.991 2.583 -0.0886 0.6120 -0.2269
O 1.015 1.040 2.271 0.0873 -0.1215 0.1640
C 0.902 2.205 1.389 -0.2222 0.3303 -0.1220
C 2.021 2.201 0.382 0.0308 -0.1008 0.0514
H 3.413 -0.086 5.836 -0.0042 -0.0054 0.0398
H 3.694 0.284 4.130 0.0056 0.0451 -0.0090
H 3.832 -1.382 4.708 0.0130 -0.0299 -0.0098
H 1.247 0.258 4.697 -0.0036 -0.0041 -0.0638
H 1.388 -1.443 5.172 0.0004 0.0141 -0.0262
H 0.959 3.046 2.078 0.0678 -0.0470 -0.0383
H -0.071 2.195 0.911 -0.0347 -0.1179 0.0027
H 2.996 2.270 0.864 0.0092 0.0064 -0.0085
H 1.890 3.049 -0.289 -0.0127 0.0315 0.0004
H 1.985 1.294 -0.223 -0.0168 0.0516 -0.0533
O -4.276 -2.470 -2.411 -0.0704 -0.0412 0.2270
S -3.182 -1.985 -1.648 0.3719 0.0254 -0.4346
O -2.243 -3.039 -1.110 0.6460 0.3180 -0.4907
O -3.491 -1.190 -0.427 0.0674 -0.0206 0.8788
C -2.095 -1.046 -2.730 -0.1206 -0.0596 -0.0702
C -1.705 -1.821 -3.820 -0.0376 -0.0674 0.0108
C -0.810 -1.336 -4.755 -0.0105 -0.0436 0.0001
C -0.300 -0.059 -4.604 0.0177 0.0262 0.0238
C -0.682 0.716 -3.522 -0.0212 -0.0278 -0.1197
C -1.580 0.244 -2.571 -0.0274 0.1381 -0.0164
S -1.951 1.417 -1.247 0.4515 -0.0089 0.8542
O -3.375 1.526 -1.159 -0.1208 0.0558 -0.1984
O -1.202 2.611 -1.566 -0.0994 0.0120 -0.1730
O -1.330 0.771 -0.038 -0.4290 0.6310 -0.6350
H -2.112 -2.818 -3.925 -0.0048 -0.0151 -0.0287
H -0.514 -1.955 -5.590 -0.0249 -0.0052 -0.0187
H 0.394 0.342 -5.331 0.0216 0.0041 -0.0096
H -0.305 1.721 -3.402 0.0010 0.0098 0.0328
```
Forces are in eV/Å.

## Properties
Orbital gap (spin up / spin down) = 6.6 / 5.0 eV
Multiplicity = 2
Charge = 0

=====

# C25H44Cl3HgN4O3SeSi

C25H44Cl3HgN4O3SeSi as an isolated structure in a non-equilibrium geometry (wB97M-V/def2-TZVPD, the Open Molecules 2025 dataset).

The geometry in XYZ format:
```
82
Properties=species:S:1:pos:R:3:forces:R:3
C -3.729 -3.972 2.009 0.2259 0.0236 -0.1706
C -2.218 -4.031 2.023 0.9344 0.5230 1.3606
H -4.148 -4.912 2.383 -0.0678 0.1366 -0.0102
H -4.123 -3.768 1.000 0.2194 -0.0789 0.3996
H -4.043 -3.151 2.670 -0.0713 -0.1444 -0.1430
C -1.520 -5.164 2.132 0.4162 -0.0751 0.4935
C -2.128 -6.535 2.097 -0.0644 -0.3338 -0.2706
H -0.431 -5.125 2.312 -0.5973 0.0904 -0.2467
H -2.803 -6.640 1.236 0.0468 -0.1058 0.1964
H -2.695 -6.799 3.004 0.0858 0.0839 -0.1643
H -1.339 -7.286 1.983 -0.1254 -0.0467 0.0044
Hg -0.884 1.970 -1.225 0.6855 0.5093 0.0154
Cl -0.887 2.713 1.129 -0.0042 0.1031 0.0973
Cl -0.872 1.326 -3.532 0.0063 0.1154 -0.1910
C 1.675 0.563 0.738 -0.3954 -0.6404 -1.0479
O 1.288 0.519 -0.443 0.5027 0.4767 1.3415
N 2.930 0.234 1.127 0.1116 0.5296 -0.1482
C 3.968 -0.035 0.137 -0.1368 -0.0723 0.3490
C 3.351 0.477 2.500 -0.1747 0.0064 -0.2362
H 0.990 0.797 1.574 0.1962 0.0533 -0.2868
H 3.506 -0.264 -0.829 0.0381 0.0968 0.1912
H 4.566 -0.889 0.482 -0.1341 0.0982 -0.1198
H 4.645 0.828 0.040 -0.1502 -0.1867 -0.0216
H 2.472 0.414 3.157 0.3603 -0.0203 -0.1540
H 3.814 1.475 2.601 -0.0664 -0.2467 0.0110
H 4.084 -0.286 2.792 -0.2589 0.1404 0.0153
H -1.477 -2.751 -2.421 0.2293 0.1764 -0.0393
H -0.308 -4.363 -0.883 0.2674 0.1127 -0.0868
C -0.539 -2.469 -2.918 -0.1388 0.1169 0.0882
C 0.531 -4.232 -1.584 -0.0643 0.2956 0.2379
N 0.562 -2.844 -2.050 1.0338 -0.1167 -0.5747
H -0.512 -1.388 -3.099 -0.0338 -0.3191 0.0007
C 1.761 -2.170 -2.145 -0.8875 0.2312 -0.9243
O 1.952 -1.165 -2.834 0.0681 -1.2045 0.9403
H 1.477 -4.448 -1.071 -0.2863 -0.0896 -0.0650
H 2.554 -2.655 -1.529 -0.2256 0.2814 -0.1857
H -0.460 -3.021 -3.871 -0.0522 0.2266 0.1127
H 0.396 -4.938 -2.423 0.1482 0.2855 0.1135
O -1.962 -2.582 0.545 1.0053 0.6077 -1.2045
C -1.528 -2.657 1.821 -1.3550 -1.1602 -0.4209
C 0.932 -2.576 1.107 0.2031 -0.4275 0.0688
C -0.016 -2.616 2.130 -0.3615 0.1331 0.0692
H 0.589 -2.367 0.095 -0.0791 -0.3123 0.3952
C 2.282 -2.836 1.392 -0.4940 0.1909 0.3249
H -2.026 -1.889 2.456 0.1971 0.0769 0.4146
C 0.417 -2.645 3.463 0.4553 -0.0427 -0.1008
H 3.007 -2.997 0.592 -0.1575 0.2976 0.1466
C 2.707 -2.917 2.718 0.1814 -0.0298 -0.1266
C 1.787 -2.767 3.765 -0.3138 0.0689 -0.1145
H -0.359 -2.559 4.232 0.4619 -0.1565 -0.0956
H 3.780 -3.064 2.900 -0.4838 -0.0243 0.1749
H 2.151 -2.759 4.800 -0.2646 -0.0538 -0.3848
Si -4.121 0.379 -0.946 1.5705 1.1274 0.1978
Cl -2.000 -0.143 -0.361 -2.4944 -0.2625 -0.3520
C -4.265 0.119 -2.792 -0.1550 -0.2805 -0.1814
C -4.145 2.256 -0.586 -0.1593 -0.2763 0.0987
C -5.482 -0.430 0.044 -0.1027 -0.3204 0.1814
H -3.281 -0.073 -3.243 -0.2691 0.0442 0.1356
H -4.677 1.021 -3.274 0.1467 -0.2211 0.2372
H -4.945 -0.717 -3.018 0.2621 0.1468 0.0138
H -5.820 -1.373 -0.413 0.2404 0.2204 0.2329
H -6.355 0.249 0.068 0.4089 -0.1375 -0.0750
H -5.179 -0.621 1.084 -0.0506 -0.0135 -0.3334
H -3.424 2.820 -1.205 -0.3360 -0.2663 0.2225
H -3.893 2.438 0.475 -0.0912 -0.0006 -0.4397
H -5.154 2.666 -0.796 0.4007 -0.1892 0.1123
C 1.049 5.390 1.179 -0.1577 0.2422 0.3600
N 1.841 4.603 0.263 -0.1392 -0.1138 -0.5545
C 3.056 4.027 0.573 0.1701 -0.3025 -1.1722
C 3.478 3.374 -0.554 -0.7260 0.3937 0.7333
N 2.477 3.503 -1.498 -0.0975 0.7736 0.3958
C 2.515 2.924 -2.823 0.0679 -0.2621 -0.4306
C 1.472 4.298 -1.016 1.0310 -0.7200 0.7615
Se -0.079 4.742 -1.871 -0.3522 0.4479 -0.3622
H 1.699 6.097 1.706 -0.0626 -0.0959 -0.1270
H 0.544 4.730 1.891 0.0473 0.1496 -0.1611
H 0.293 5.935 0.605 0.1661 -0.1766 0.1312
H 3.498 4.138 1.545 0.0947 0.0339 0.0032
H 4.383 2.841 -0.772 0.0008 -0.0950 0.0544
H 1.581 3.169 -3.342 0.2324 -0.1023 0.1805
H 3.364 3.335 -3.387 -0.2037 -0.1026 0.1505
H 2.602 1.835 -2.740 -0.0780 0.1589 -0.0422
```
Forces are in eV/Å.

## Properties
Orbital gap = 5.4 eV
Charge = -1